Computed, not measured: a 3-piece molecular cluster, C5H12O3 overall at a distorted geometry, with wB97M-V/def2-TZVPD.

Output
Lowest unoccupied orbital energy = 0.680 eV
Structure (SMILES) = C=C/C(O)=C/C.O.O

The geometry in XYZ format:
```
20
C5H12O3 wB97M-V/def2-TZVPD
C 1.50632 -1.35938 -1.24077
C 1.35748 -0.82304 -0.00805
C 0.44725 0.37561 0.14663
O -0.75730 0.62785 -0.38873
C 1.02934 1.43628 0.70455
C 0.27817 2.70908 0.72035
H 1.29351 -0.64820 -1.99591
H 1.90029 -2.34778 -1.54044
H 1.74861 -1.27961 0.86711
H -1.00399 -0.19903 -0.85597
H 1.94029 1.42490 1.17226
H -0.68976 2.46281 1.11116
H 0.65461 3.58328 1.20673
H 0.10562 3.03373 -0.32012
O -1.77798 -1.46740 1.62438
H -2.64806 -1.68232 1.84920
H -1.90336 -0.47873 1.38250
O -1.47626 -1.81295 -1.61473
H -1.36599 -1.68895 -0.74467
H -0.63878 -1.86616 -2.07547
```

Partial charges, natural (NBO), in e: -0.456, -0.185, 0.227, -0.692, -0.236, -0.650, 0.193, 0.216, 0.217, 0.486, 0.200, 0.216, 0.215, 0.216, -0.945, 0.467, 0.480, -0.920, 0.466, 0.485

---

Computed, not measured: a 3-piece molecular cluster, C5H12O3 overall at a distorted geometry, with wB97M-V/def2-TZVPD.

Output
Lowest unoccupied orbital energy = -4.634 eV

The geometry in XYZ format:
```
20
C5H12O3 wB97M-V/def2-TZVPD
O 2.49267 0.92906 -0.89283
C 2.42949 -0.29005 -1.06778
O -2.29611 0.90730 0.11307
C 1.45435 -1.14772 -0.58852
C 0.13526 -0.54990 -0.09317
C 0.20966 -0.20757 1.45978
C -1.11380 -1.36270 -0.54817
H -3.12812 1.34055 0.28277
H 3.28416 -0.79013 -1.76241
H 1.75619 -2.13720 -0.55689
H 0.08540 0.46649 -0.52841
H 0.35109 -1.16409 2.01567
H 1.07385 0.46886 1.71473
H -0.69293 0.33565 1.82304
H -2.03914 -1.03668 -0.14131
H -1.30119 -1.26253 -1.59847
H -0.96807 -2.42880 -0.34669
H -1.22221 2.07450 0.37713
H -0.04304 3.10550 -0.21971
O -0.46753 2.74947 0.55818
```

Partial charges, natural (NBO), in e: -0.371, 0.255, -1.055, 0.189, -0.317, -0.566, -0.604, 0.440, 0.134, 0.203, 0.296, 0.195, 0.235, 0.298, 0.302, 0.220, 0.190, 0.503, 0.462, -1.008

---

The following ΔE to the lowest compared entry with this formula, charge and spin values (in kJ/mol) correspond, in order, to the records above: 310.2 737.3.